Density functional theory data (ωB97M-V/def2-TZVPD) for 2 unconnected molecules or ions with the total composition BrH3N2 in a non-equilibrium geometry.

```
! wB97M-V def2-TZVPD RIJCOSX def2/J DEFGRID3
* xyz 0 1
N 0.65257 -0.26481 0.21880
N -0.04368 0.58170 0.97126
Br -0.69198 -0.07277 2.51726
H 1.06126 0.03597 -0.67462
H 1.03750 -1.13163 0.49854
H -1.42581 1.42092 -0.21147
*
```

- HOMO level (spin up / spin down): -8.0 / -8.7 eV
- Energy relative to the best compared isomer or geometry (same formula, charge and spin): 85.5 kcal per mole
- DFT total energy: -73065.792 eV
- Gap between HOMO and LUMO (spin up / spin down): 8.176 / 9.026 eV